one) C49H111N13O9 | wB97M-V/def2-TZVPD

Frontier orbital gap in eV: 7.79
LUMO in eV: -0.005
SMILES string: CC1(C)CCCC(C)(C)N1O.CC1(C)CCCC(C)(C)N1O.CC1(C)CCCC(C)(C)N1O.CC1(C)CCCC(C)(C)N1O.CC1(C)CCCC(C)(C)N1O.NC(N)=O.NC(N)=O.NC(N)=O.NC(N)=O

Each line ends with the Mulliken charge.
Atoms and positions in Å:
C -2.060 3.162 -5.705  -1.8428
C -1.359 4.339 -5.019  1.2756
C -2.299 5.544 -5.169  -1.1911
C -1.973 6.711 -4.261  -0.8467
C -1.995 6.221 -2.829  -1.3146
C -1.029 5.073 -2.568  1.9511
N -1.213 4.051 -3.603  0.4860
O -0.609 2.811 -3.307  0.9131
C 0.422 5.538 -2.571  -1.3761
C -1.415 4.488 -1.204  -2.0913
C -0.008 4.608 -5.704  -1.5789
H -1.329 2.354 -5.836  0.3475
H -2.385 3.411 -6.714  0.4858
H -2.831 2.758 -5.054  0.1550
H -2.288 5.857 -6.218  0.4498
H -3.315 5.179 -4.994  0.3692
H -2.651 7.556 -4.441  0.4492
H -1.047 7.238 -4.526  0.3443
H -3.027 6.025 -2.521  0.3686
H -1.755 7.025 -2.118  0.4618
H 1.129 4.713 -2.522  -0.2433
H 0.654 6.313 -3.302  0.3908
H 0.621 6.132 -1.659  0.5146
H -1.552 5.263 -0.453  0.5497
H -2.358 3.952 -1.349  0.3281
H -0.676 3.763 -0.864  0.2477
H 0.749 3.920 -5.324  0.0666
H 0.347 5.604 -5.427  0.3420
H -0.080 4.580 -6.791  0.5044
H -1.305 2.356 -2.819  -0.2938
C 0.543 2.009 0.645  -2.7797
C 1.025 0.759 1.364  2.1890
C -0.184 -0.138 1.686  -0.8540
C 0.217 -1.556 2.041  -0.2328
C 1.031 -2.185 0.931  0.0482
C 2.286 -1.376 0.591  2.1361
N 1.910 0.031 0.486  1.2493
O 3.000 0.870 0.116  0.0878
C 3.399 -1.583 1.626  -2.2570
C 2.775 -1.877 -0.769  -1.9723
C 1.634 1.187 2.702  -1.0959
H 0.226 1.823 -0.388  0.4146
H 1.363 2.723 0.573  0.4950
H -0.360 2.439 1.085  0.4803
H -0.688 0.294 2.556  0.7106
H -0.893 -0.100 0.857  -0.8724
H -0.707 -2.100 2.279  0.1031
H 0.717 -1.543 3.017  0.2992
H 0.384 -2.290 0.052  -0.0018
H 1.219 -3.229 1.195  -0.5565
H 4.197 -0.865 1.449  0.3594
H 3.063 -1.500 2.669  -0.1496
H 3.696 -2.638 1.660  0.4643
H 2.648 -2.955 -0.867  0.4852
H 2.122 -1.485 -1.558  0.2861
H 3.795 -1.551 -0.979  0.4840
H 2.630 1.599 2.548  -0.4722
H 1.855 0.333 3.357  0.2267
H 0.980 1.793 3.327  0.5525
H 3.056 0.709 -0.834  -0.4130
C -4.055 1.089 -2.509  -1.2025
C -3.822 -0.324 -3.029  1.7459
C -2.302 -0.623 -2.979  -1.8183
C -1.829 -0.887 -1.566  1.3141
C -2.604 -2.089 -1.062  -1.2955
C -4.097 -1.880 -1.008  2.1360
N -4.555 -1.364 -2.298  0.2988
O -5.939 -1.123 -2.320  -0.5031
C -4.776 -3.195 -0.641  -1.7243
C -4.424 -0.883 0.128  -1.1928
C -4.205 -0.387 -4.510  -1.9809
H -3.429 1.437 -1.685  -0.0325
H -5.101 1.337 -2.296  0.3304
H -3.892 1.870 -3.273  0.1699
H -2.123 -1.462 -3.654  0.4863
H -1.746 0.231 -3.376  0.2325
H -2.004 -0.017 -0.927  -0.1366
H -0.756 -1.094 -1.574  -0.6363
H -2.171 -2.655 -0.229  0.1504
H -2.359 -2.867 -1.811  0.5475
H -4.521 -3.423 0.397  0.1167
H -5.849 -3.261 -0.798  0.4043
H -4.314 -4.023 -1.196  0.3824
H -4.054 0.124 -0.069  0.1828
H -5.499 -0.768 0.287  0.5536
H -4.004 -1.181 1.094  -0.0862
H -4.186 -1.408 -4.895  0.4685
H -3.663 0.349 -5.094  0.2698
H -5.280 -0.164 -4.578  0.4605
H -6.281 -1.734 -2.980  0.3737
C -5.541 -0.890 6.494  -1.8577
C -5.301 -1.441 5.058  1.7409
C -4.000 -0.798 4.559  -1.0617
C -2.748 -1.557 4.970  -0.8385
C -2.957 -2.998 4.491  -0.3267
C -4.104 -3.692 5.206  2.3285
N -5.285 -2.881 5.060  0.6116
O -6.510 -3.463 5.404  -0.5494
C -4.291 -5.028 4.485  -2.1522
C -3.694 -4.028 6.662  -1.7847
C -6.459 -0.792 4.266  -1.7410
H -6.516 -1.210 6.864  0.4057
H -5.322 0.171 6.593  0.4564
H -4.846 -1.327 7.228  0.3480
H -3.920 -0.502 3.506  -0.0540
H -3.959 0.213 4.987  0.4521
H -2.697 -1.649 6.059  0.3894
H -1.849 -1.152 4.508  0.4548
H -2.019 -3.565 4.519  -0.1303
H -3.143 -3.035 3.407  -0.2599
H -5.179 -5.538 4.891  0.6094
H -4.531 -4.938 3.424  0.2326
H -3.494 -5.744 4.684  0.2941
H -4.048 -3.308 7.401  0.3455
H -4.179 -4.965 6.948  0.4665
H -2.614 -4.113 6.784  0.2130
H -6.692 0.208 4.612  0.3992
H -7.336 -1.424 4.445  0.4360
H -6.311 -0.839 3.184  0.2681
H -6.845 -3.833 4.579  0.3459
C 6.829 3.323 -4.704  -1.7820
C 6.384 1.866 -4.852  1.6900
C 6.688 1.039 -3.592  -1.3911
C 5.659 1.257 -2.471  -0.7626
C 4.249 1.040 -2.997  -0.2500
C 3.914 1.844 -4.276  1.5691
N 5.004 1.626 -5.218  0.3712
O 4.722 2.189 -6.481  -0.5136
C 2.639 1.236 -4.850  -1.7377
C 3.650 3.313 -3.875  -1.3380
C 7.271 1.245 -5.951  -2.1549
H 6.333 3.740 -3.826  0.3302
H 6.569 3.896 -5.595  0.3878
H 7.906 3.443 -4.579  0.4248
H 6.711 -0.010 -3.900  0.3605
H 7.688 1.335 -3.267  0.4650
H 5.833 2.260 -2.078  0.4357
H 5.966 0.518 -1.726  0.3445
H 3.598 1.500 -2.247  -0.1558
H 4.054 -0.026 -3.106  0.6765
H 2.410 1.724 -5.801  0.5219
H 2.680 0.158 -4.990  0.3895
H 1.796 1.497 -4.204  0.1141
H 3.700 3.949 -4.755  0.4472
H 2.698 3.295 -3.341  -0.0702
H 4.352 3.660 -3.114  0.3703
H 7.438 1.936 -6.776  0.4054
H 6.921 0.254 -6.246  0.4757
H 8.253 1.034 -5.515  0.4595
H 4.824 1.476 -7.119  0.3305
C -0.232 -5.601 0.446  0.6038
O -0.072 -5.253 -0.714  -0.6520
N -1.495 -5.940 0.910  -0.4082
N 0.720 -5.702 1.417  -0.3581
H -2.242 -5.717 0.282  0.2178
H -1.571 -6.068 1.907  0.2800
H 0.383 -6.169 2.254  0.2048
H 1.703 -5.581 1.269  0.2090
C 5.505 3.946 2.614  0.5113
O 5.546 4.427 1.498  -0.6156
N 4.866 2.760 2.883  -0.2587
N 6.056 4.571 3.709  -0.4255
H 5.045 2.290 3.750  0.1512
H 4.346 2.336 2.137  0.0083
H 6.126 4.038 4.559  0.1732
H 6.727 5.301 3.563  0.2529
C 4.259 -3.218 5.449  0.6781
O 3.056 -2.987 5.475  -0.7380
N 5.092 -2.424 4.708  -0.3419
N 4.834 -4.357 5.940  -0.3858
H 4.603 -1.654 4.287  0.1823
H 6.092 -2.446 4.768  0.1809
H 5.795 -4.574 5.753  0.1595
H 4.308 -4.967 6.535  0.2117
C 0.205 -5.560 4.721  0.7038
O -0.568 -6.085 3.922  -0.7615
N 1.206 -4.704 4.378  -0.1810
N 0.051 -5.721 6.080  -0.4125
H 1.171 -4.430 3.411  0.0429
H 1.796 -4.261 5.078  0.2605
H -0.768 -6.243 6.331  0.2337
H 0.642 -5.276 6.755  0.1666

=====

two) C49H111N13O9 | wB97M-V/def2-TZVPD

Frontier orbital gap in eV: 8.40
LUMO in eV: 0.520
SMILES string: CC1(C)CCCC(C)(C)N1O.CC1(C)CCCC(C)(C)N1O.CC1(C)CCCC(C)(C)N1O.CC1(C)CCCC(C)(C)N1O.CC1(C)CCCC(C)(C)N1O.NC(N)=O.NC(N)=O.NC(N)=O.NC(N)=O

Each line ends with the Mulliken charge.
Atoms and positions in Å:
C 4.343 -3.802 1.088  -1.4409
C 4.015 -2.621 0.174  1.8733
C 5.270 -2.190 -0.610  -1.1900
C 5.562 -3.075 -1.836  -0.7279
C 4.325 -3.296 -2.682  -1.1387
C 3.102 -3.807 -1.865  1.1180
N 2.927 -2.830 -0.786  1.1800
O 1.705 -3.093 -0.088  -0.1855
C 1.934 -3.665 -2.865  -1.8290
C 3.364 -5.273 -1.509  -1.6509
C 3.620 -1.387 0.981  -1.3297
H 4.930 -3.403 1.927  0.5190
H 4.999 -4.614 0.776  0.2960
H 3.497 -4.251 1.612  0.1546
H 5.259 -1.124 -0.823  0.1434
H 6.102 -2.376 0.077  0.3982
H 5.994 -4.034 -1.544  0.4006
H 6.382 -2.506 -2.287  0.4668
H 4.564 -4.060 -3.435  0.4110
H 4.026 -2.478 -3.342  0.3340
H 0.993 -3.931 -2.385  0.3296
H 1.924 -2.609 -3.124  0.2805
H 2.144 -4.303 -3.719  0.5572
H 4.293 -5.553 -1.025  0.3053
H 2.561 -5.613 -0.839  0.2574
H 3.254 -5.842 -2.432  0.5045
H 4.490 -0.902 1.442  0.5941
H 2.930 -1.477 1.818  0.1463
H 3.269 -0.601 0.308  -0.6060
H 1.876 -3.934 0.372  0.0502
C -3.393 -4.083 3.491  -2.1120
C -2.009 -3.442 3.493  2.4865
C -1.900 -2.456 4.629  -1.4803
C -0.518 -1.907 4.970  -0.0883
C 0.364 -3.127 5.280  -1.8845
C 0.369 -4.215 4.201  1.5719
N -0.994 -4.491 3.757  0.3712
O -1.092 -5.553 2.823  -0.4609
C 1.295 -3.811 3.032  -1.5883
C 1.003 -5.427 4.881  -2.2199
C -1.728 -2.789 2.130  0.3544
H -4.127 -3.280 3.408  0.3577
H -3.534 -4.708 4.371  0.4426
H -3.479 -4.671 2.575  0.5168
H -2.524 -1.578 4.392  -0.2415
H -2.403 -2.841 5.524  0.5521
H -0.707 -1.249 5.815  0.6033
H -0.178 -1.302 4.126  -0.0661
H 0.124 -3.443 6.294  0.4450
H 1.340 -2.625 5.300  0.4546
H 2.325 -3.779 3.377  0.6513
H 1.131 -4.557 2.250  0.6846
H 0.984 -2.825 2.686  -0.0146
H 1.115 -6.283 4.206  0.3676
H 2.011 -5.150 5.195  0.3736
H 0.469 -5.819 5.749  0.4923
H -2.623 -2.669 1.513  -0.7252
H -1.075 -3.393 1.496  0.0047
H -1.285 -1.797 2.237  -0.3379
H -1.557 -6.200 3.364  0.3671
C -2.113 1.560 2.434  -0.7330
C -2.872 2.655 3.259  2.3161
C -4.068 1.977 3.925  -0.6448
C -3.742 1.353 5.291  0.2500
C -2.925 2.219 6.229  -1.4851
C -1.648 2.720 5.570  1.9270
N -1.996 3.271 4.252  0.1364
O -0.924 3.936 3.639  -0.4786
C -1.044 3.831 6.412  -2.1665
C -0.605 1.600 5.405  -1.2302
C -3.358 3.773 2.354  -2.0004
H -1.418 0.980 3.042  -0.0789
H -1.530 1.969 1.604  0.4189
H -2.854 0.868 2.030  -0.4243
H -4.887 2.694 4.041  0.4408
H -4.473 1.131 3.369  -0.1610
H -3.239 0.403 5.075  -0.7991
H -4.662 1.014 5.776  0.6342
H -2.623 1.618 7.090  0.5057
H -3.512 3.067 6.585  0.3250
H -1.633 4.755 6.428  0.4847
H -1.055 3.500 7.453  0.4438
H -0.088 4.200 6.045  0.3362
H -1.015 0.669 5.038  -0.4304
H 0.239 1.878 4.773  0.2452
H -0.169 1.484 6.405  0.6542
H -4.117 3.430 1.644  0.2345
H -2.578 4.228 1.752  0.3168
H -3.801 4.558 2.970  0.5820
H -0.392 3.253 3.189  0.3571
C 1.759 4.014 -4.994  -1.7186
C 2.940 3.059 -5.032  1.8995
C 4.043 3.676 -5.876  -1.4394
C 5.371 2.926 -5.851  -0.6387
C 5.799 2.862 -4.376  -1.5835
C 4.764 2.200 -3.446  2.0701
N 3.498 2.867 -3.697  -0.3095
O 2.490 2.459 -2.786  1.6023
C 4.735 0.699 -3.677  -1.4250
C 5.254 2.521 -2.019  -1.4692
C 2.457 1.727 -5.698  -1.5128
H 2.022 5.015 -4.632  0.3489
H 0.990 3.722 -4.274  -0.1444
H 1.315 4.111 -5.983  0.6217
H 3.755 3.668 -6.937  0.3215
H 4.117 4.746 -5.663  0.4062
H 6.116 3.476 -6.422  0.4451
H 5.241 1.920 -6.251  0.3045
H 5.913 3.907 -4.075  0.4580
H 6.775 2.383 -4.264  0.4985
H 5.735 0.248 -3.621  0.4514
H 3.971 0.202 -3.081  -0.2258
H 4.610 0.405 -4.729  0.3622
H 6.299 2.835 -2.047  0.4611
H 4.715 3.320 -1.517  0.1268
H 5.223 1.605 -1.426  0.0858
H 1.697 2.043 -6.414  0.5561
H 2.021 1.056 -4.963  -0.1047
H 3.236 1.215 -6.258  0.3548
H 2.275 3.260 -2.277  -0.4212
C -4.899 -2.599 -0.693  -1.6835
C -4.622 -1.645 -1.874  1.9049
C -5.816 -1.529 -2.815  -1.2789
C -6.958 -0.724 -2.211  -0.7642
C -6.431 0.656 -1.826  -1.5141
C -5.165 0.663 -0.934  1.8415
N -4.210 -0.280 -1.523  0.2505
O -3.038 -0.291 -0.702  1.3629
C -4.578 2.053 -0.909  -2.1422
C -5.568 0.233 0.484  -1.2976
C -3.491 -2.331 -2.669  -2.0077
H -5.890 -2.401 -0.273  0.2214
H -4.250 -2.306 0.133  -0.1971
H -4.847 -3.651 -0.954  0.5067
H -5.457 -1.111 -3.760  0.3508
H -6.237 -2.503 -3.087  0.4078
H -7.359 -1.280 -1.359  0.3689
H -7.821 -0.642 -2.874  0.4892
H -7.229 1.057 -1.189  0.4272
H -6.247 1.361 -2.637  0.3775
H -4.313 2.405 -1.919  0.3845
H -5.364 2.738 -0.588  0.6011
H -3.612 2.195 -0.426  -0.0085
H -6.450 -0.410 0.596  0.3562
H -4.794 -0.305 1.036  -0.2501
H -5.868 1.064 1.134  0.6104
H -3.059 -1.610 -3.373  0.2917
H -3.793 -3.127 -3.349  0.3936
H -2.744 -2.702 -1.964  0.5278
H -2.342 -0.631 -1.280  -0.1426
C 3.006 2.221 1.803  0.4917
O 3.179 1.316 2.620  -0.6788
N 2.448 2.108 0.547  0.6757
N 3.294 3.541 2.166  -0.3723
H 1.931 1.267 0.375  -0.2982
H 2.286 2.953 0.032  -0.0654
H 3.656 3.601 3.101  0.2318
H 3.262 4.324 1.542  0.1269
C 0.303 0.160 -1.380  -0.6670
O -0.321 1.181 -1.674  0.2454
N 0.216 -0.492 -0.167  1.0003
N 1.352 -0.257 -2.179  0.2556
H -0.561 -0.247 0.427  -0.2844
H 0.658 -1.388 -0.079  -0.3366
H 1.746 0.335 -2.886  -0.6689
H 1.871 -1.024 -1.774  0.0027
C -2.602 1.647 -5.059  0.3120
O -2.707 1.885 -6.258  -0.7413
N -3.391 0.694 -4.453  -0.1211
N -1.490 2.010 -4.341  0.0102
H -4.223 0.405 -4.929  0.2281
H -3.294 0.417 -3.484  -0.0612
H -1.404 1.794 -3.361  0.0311
H -0.729 2.411 -4.853  0.0667
C 0.802 5.073 -1.575  0.6276
O 1.879 4.704 -1.097  -0.7151
N 0.644 6.391 -1.965  -0.4464
N -0.338 4.306 -1.756  -0.1825
H 1.368 7.033 -1.711  0.2440
H -0.240 6.687 -2.323  0.1480
H -0.962 4.685 -2.448  0.3090
H -0.281 3.297 -1.793  -0.2123

=====

three) C49H111N13O9 | wB97M-V/def2-TZVPD

Frontier orbital gap in eV: 7.21
LUMO in eV: -0.405
SMILES string: CC1(C)CCCC(C)(C)N1O.CC1(C)CCCC(C)(C)N1O.CC1(C)CCCC(C)(C)N1O.CC1(C)CCCC(C)(C)N1O.CC1(C)CCCC(C)(C)N1O.NC(N)=O.NC(N)=O.NC(N)=O.NC(N)=O

Each line ends with the Mulliken charge.
Atoms and positions in Å:
C 7.379 0.224 -0.514  -1.7957
C 8.181 1.546 -0.676  2.2760
C 8.404 1.817 -2.150  -1.8109
C 7.238 2.448 -2.918  -0.2531
C 6.667 3.653 -2.165  -1.2050
C 6.350 3.395 -0.670  1.4050
N 7.474 2.682 -0.068  0.3342
O 7.309 2.473 1.307  -0.4462
C 6.228 4.752 0.019  -1.9727
C 5.056 2.573 -0.565  -0.8903
C 9.536 1.419 0.018  -2.1519
H 6.457 0.265 0.066  0.2796
H 7.908 -0.596 -0.015  0.3613
H 7.161 -0.210 -1.495  0.2989
H 9.308 2.413 -2.311  0.4524
H 8.625 0.933 -2.759  0.4628
H 6.411 1.751 -3.057  0.0676
H 7.684 2.818 -3.841  0.3841
H 5.715 3.922 -2.637  0.3221
H 7.309 4.533 -2.216  0.5368
H 5.717 5.518 -0.567  0.3993
H 5.577 4.567 0.881  0.3454
H 7.153 5.197 0.378  0.4177
H 4.984 2.180 0.451  0.7817
H 4.207 3.192 -0.851  -0.0953
H 5.143 1.703 -1.208  -0.2173
H 9.373 0.916 0.970  0.5175
H 10.018 2.389 0.132  0.4227
H 10.182 0.769 -0.576  0.4503
H 8.094 2.875 1.689  0.3578
C -3.650 -6.709 2.001  -1.7726
C -3.068 -5.355 1.513  1.9095
C -4.221 -4.675 0.781  -1.8152
C -3.901 -3.226 0.422  0.2462
C -3.507 -2.459 1.683  -1.0740
C -2.417 -3.127 2.553  2.4583
N -2.599 -4.580 2.639  0.2797
O -1.525 -5.200 3.313  -0.4603
C -1.011 -2.764 2.057  -0.7890
C -2.646 -2.570 3.980  -1.2310
C -1.941 -5.735 0.522  -1.6340
H -4.720 -6.767 2.219  0.3829
H -3.167 -7.039 2.924  0.3118
H -3.488 -7.483 1.249  0.3817
H -4.682 -5.211 -0.049  0.4227
H -5.033 -4.703 1.522  0.4579
H -4.796 -2.755 0.012  0.1942
H -3.046 -3.168 -0.255  -0.4044
H -4.399 -2.262 2.282  0.5520
H -3.117 -1.478 1.399  -0.1555
H -0.575 -3.533 1.418  -0.3276
H -1.000 -1.862 1.434  -0.1122
H -0.252 -2.575 2.816  0.3953
H -2.265 -1.551 3.949  -0.3584
H -3.679 -2.656 4.312  0.4152
H -2.090 -3.149 4.721  0.4616
H -1.184 -6.285 1.080  0.4869
H -1.529 -4.852 0.029  -0.1503
H -2.302 -6.354 -0.302  0.5634
H -1.933 -5.434 4.153  0.3803
C -5.897 2.176 -3.219  -2.0115
C -5.346 0.747 -3.303  1.8943
C -5.858 0.174 -4.637  -1.4540
C -5.034 -0.967 -5.242  -0.8029
C -3.521 -0.790 -5.024  -1.3646
C -3.046 -0.227 -3.681  2.3607
N -3.899 0.888 -3.276  -0.0760
O -3.420 1.426 -2.063  0.0491
C -3.027 -1.452 -2.721  -2.2293
C -1.641 0.332 -3.962  -1.8089
C -5.889 -0.009 -2.067  -1.0835
H -5.782 2.676 -2.256  0.2998
H -6.935 2.277 -3.545  0.3886
H -5.339 2.849 -3.882  0.4738
H -6.913 -0.019 -4.459  0.5058
H -5.781 0.997 -5.356  0.4201
H -5.167 -0.907 -6.322  0.4590
H -5.477 -1.900 -4.881  0.3071
H -3.288 -0.032 -5.781  0.4877
H -3.046 -1.734 -5.285  0.3339
H -2.057 -1.951 -2.849  0.6781
H -3.027 -1.158 -1.672  0.2635
H -3.733 -2.231 -3.001  0.2580
H -1.255 0.999 -3.192  0.1573
H -0.976 -0.532 -4.008  0.3019
H -1.603 0.899 -4.891  0.4053
H -5.185 -0.770 -1.719  0.1161
H -6.725 -0.678 -2.305  0.3736
H -6.153 0.618 -1.221  0.1140
H -2.804 2.112 -2.335  0.2496
C 1.848 -5.142 -2.333  -1.5642
C 2.776 -3.931 -2.320  2.0659
C 2.010 -2.595 -2.400  -1.6253
C 1.213 -2.226 -1.162  3.8287
C 2.059 -2.300 0.115  -0.5051
C 2.964 -3.549 0.214  1.8622
N 3.563 -3.868 -1.084  0.3510
O 4.443 -4.970 -0.972  -0.5283
C 4.101 -3.329 1.212  -1.9817
C 2.072 -4.654 0.843  -1.7193
C 3.705 -3.913 -3.541  -2.0273
H 0.943 -4.992 -1.738  0.1667
H 2.335 -5.948 -1.780  0.3176
H 1.518 -5.462 -3.321  0.4279
H 2.589 -1.730 -2.718  -0.0609
H 1.298 -2.848 -3.199  0.4555
H 0.289 -2.802 -1.091  -0.6391
H 1.004 -1.161 -1.203  -1.8137
H 1.408 -2.314 0.992  -0.5107
H 2.667 -1.405 0.299  0.1133
H 3.611 -3.000 2.134  0.3641
H 4.667 -4.246 1.344  0.5363
H 4.751 -2.480 0.978  0.2618
H 1.150 -4.785 0.273  0.0937
H 2.595 -5.607 0.678  0.4741
H 1.861 -4.577 1.905  0.3742
H 3.058 -4.070 -4.400  0.4050
H 4.512 -4.643 -3.405  0.4578
H 4.367 -3.050 -3.674  0.3297
H 5.309 -4.570 -1.089  0.3635
C -3.671 2.409 1.271  -1.2662
C -4.892 2.393 2.223  1.8783
C -4.835 0.976 2.898  -1.2784
C -3.813 0.836 4.015  0.9920
C -3.924 1.975 4.987  -1.8775
C -3.921 3.384 4.397  1.7695
N -4.798 3.413 3.239  0.6498
O -5.225 4.693 2.834  -0.4923
C -4.423 4.330 5.498  -2.0738
C -2.478 3.825 4.092  -1.5566
C -6.200 2.341 1.434  -2.0655
H -2.779 1.834 1.553  -0.1401
H -3.236 3.414 1.248  0.4096
H -3.981 2.017 0.301  0.2623
H -5.833 0.670 3.219  0.6167
H -4.545 0.334 2.062  0.0473
H -2.788 0.658 3.689  -0.9802
H -4.205 -0.063 4.500  0.5271
H -3.157 1.961 5.772  0.5088
H -4.797 1.922 5.653  0.4189
H -3.929 4.083 6.436  0.3935
H -4.086 5.347 5.275  0.4305
H -5.510 4.354 5.580  0.4663
H -1.858 3.911 4.991  0.4139
H -1.881 3.085 3.550  -0.0129
H -2.531 4.789 3.584  0.4358
H -6.445 1.402 0.954  0.2322
H -6.221 3.185 0.737  0.3241
H -6.965 2.613 2.171  0.5303
H -5.939 4.920 3.439  0.3271
C 2.360 6.219 -0.494  0.5193
O 3.235 6.490 0.297  -0.6041
N 2.034 4.944 -0.835  -0.0757
N 1.646 7.211 -1.111  -0.4458
H 1.236 4.656 -1.365  0.1057
H 2.639 4.279 -0.388  0.0598
H 0.996 7.031 -1.855  0.1722
H 2.081 8.116 -1.112  0.2508
C 2.211 1.742 -3.499  0.3972
O 1.411 1.132 -2.787  -0.6708
N 1.772 2.777 -4.277  -0.4897
N 3.537 1.657 -3.262  -0.1957
H 0.894 3.127 -3.940  0.2366
H 2.498 3.410 -4.569  0.2181
H 4.165 2.179 -3.845  0.1074
H 3.820 1.016 -2.546  -0.0149
C -0.220 0.231 5.545  0.5112
O -0.619 0.029 6.670  -0.7023
N 0.157 -0.674 4.592  -0.2207
N -0.013 1.496 5.018  -0.2960
H 0.361 -0.261 3.703  0.3895
H 0.100 -1.650 4.806  0.2233
H -0.208 2.320 5.553  0.2165
H 0.228 1.622 4.050  0.1066
C 0.795 0.911 0.675  -0.3167
O 0.634 0.449 1.792  -0.5198
N 1.723 1.871 0.383  0.3980
N -0.050 0.695 -0.383  0.6554
H 2.386 2.140 1.088  0.1717
H 1.697 2.408 -0.459  -0.2688
H 0.334 0.885 -1.299  0.0004
H -0.945 0.293 -0.175  -0.1991

=====

two) is preferred energetically. Next in line: 25.9 kcal/mol higher.